# 1
89
Properties=species:S:1:pos:R:3:lowdin_charge:R:1 method="wB97M-V/def2-TZVPD" relative_energy_ev=1.5661
Cd -0.02516 1.03386 -0.70022 1.3315
P -1.39638 -0.09634 1.09100 1.0594
O 2.20228 1.96978 -0.71742 -0.2100
O -0.11629 3.25922 -1.66933 -0.2324
O 0.38311 3.70457 1.02777 -0.1568
O -2.74016 1.66717 0.64420 -0.1828
O 1.46556 1.36648 2.08818 -0.1294
O -3.52428 3.29528 1.98246 0.0283
N 1.21760 -0.72312 0.64051 -0.0708
C -3.13844 1.10001 2.84928 -0.1395
C 0.01405 -1.64870 -4.68014 -0.6474
C -3.15746 2.14824 1.75407 -0.6574
C -2.38250 -1.24837 0.06019 -0.3364
C 0.18031 3.34142 2.37875 -0.1676
C -3.32971 -1.00919 4.62520 -0.0756
C 3.09575 1.96579 0.38285 -0.1541
C -0.04531 0.02053 -2.58243 -0.1282
C -2.41109 -2.61433 0.33355 -0.0959
C 0.10365 -1.17922 1.51034 -0.4321
C -3.82008 -1.62731 -1.83199 -0.0779
C 4.81724 -1.64858 0.92520 -0.0833
C -0.43726 4.50450 -1.03397 -0.1502
C -1.22276 -1.34725 -5.53642 -0.0576
C -0.76735 4.28058 0.42097 -0.1737
C -3.13109 -3.48074 -0.47293 -0.0817
C 2.56483 -0.49896 1.16213 -0.2508
C -2.38791 -0.05075 2.62758 -0.2490
C -0.05825 -3.09804 -4.17909 -0.0586
C 1.28412 -1.45300 -5.51448 -0.0636
C 1.42908 -3.26368 0.83490 -0.0366
C 0.46506 -1.55717 2.88292 -0.0769
C 2.28630 3.17990 -1.46324 -0.1791
C -3.83673 -2.98697 -1.56185 -0.0910
C 1.40189 2.57315 2.82895 -0.1506
C 1.73530 -3.48557 2.12076 -0.0840
C 2.70026 1.00615 1.49594 -0.2470
C -2.51752 -1.12336 3.50661 -0.0910
C 1.26764 -2.59516 3.16286 -0.0797
C -3.09782 -0.76032 -1.02576 -0.0989
C -4.01403 0.17287 4.88031 -0.0722
C 0.02328 -0.74332 -3.52095 -0.2065
C 3.63074 -1.03116 0.19909 -0.1777
C -3.92377 1.22632 3.98630 -0.0124
C 0.70192 -2.05961 0.40410 -0.2212
C 1.10429 3.25825 -2.40352 -0.1944
H 2.67762 -0.99909 2.13008 0.1274
H 5.59239 -1.95794 0.22407 0.0743
H 1.52101 -2.81675 4.19212 0.1068
H 1.17939 4.15189 -3.03158 0.1350
H -1.29431 4.94320 -1.55217 0.1379
H 2.27722 -4.37931 2.40238 0.1045
H 3.16331 -1.76085 -0.46334 0.1132
H -1.20168 -0.31889 -5.89746 0.0840
H 4.51320 -2.52147 1.50256 0.0663
H 1.67199 -4.00030 0.07921 0.1124
H 4.10529 1.71903 0.02905 0.1331
H -4.47565 2.14630 4.12604 0.1186
H 0.03841 4.23384 3.00347 0.1407
H -3.43236 -1.85134 5.29692 0.1025
H -1.85748 -3.01412 1.17491 0.1024
H 3.22667 3.20353 -2.02911 0.1404
H -1.01152 5.24349 0.88825 0.1415
H 0.81196 -3.33762 -3.56585 0.0783
H -0.95399 -3.24813 -3.57442 0.0763
H 2.29362 3.18810 2.67103 0.1252
H -0.71497 2.71948 2.47483 0.1142
H -3.09384 0.29918 -1.24055 0.0905
H -4.36706 -1.23334 -2.67820 0.1039
H -0.08620 -3.78925 -5.02406 0.0811
H -4.64266 0.25460 5.75732 0.1023
H 1.35677 -0.42481 -5.87024 0.0812
H 0.16407 -2.13028 -0.53740 0.1188
H 5.26940 -0.93645 1.61907 0.0756
H 2.17192 -1.67083 -4.92004 0.0803
H 0.07071 -0.95827 3.69084 0.1090
H 2.27514 4.01727 -0.75868 0.1188
H 1.05900 2.37755 -3.04841 0.0988
H -3.14151 -4.53999 -0.24924 0.1014
H 3.98439 -0.23830 -0.46275 0.0998
H -4.39814 -3.66101 -2.19546 0.1003
H -1.25939 -2.01932 -6.39686 0.0814
H 3.52035 1.10140 2.22682 0.1639
H 3.14452 2.97756 0.79963 0.1201
H -1.63115 3.62024 0.53126 0.0897
H 1.27373 -2.11877 -6.37977 0.0802
H 0.41223 5.18724 -1.12655 0.1256
H -2.13116 -1.48141 -4.94873 0.0767
H 1.33683 2.33861 3.89682 0.1345
H -2.01096 -2.05855 3.32100 0.0934

---

# 2
84
Properties=species:S:1:pos:R:3:lowdin_spin:R:1 method="wB97M-V/def2-TZVPD" multiplicity=3 relative_energy_ev=0.0000
Ti 0.30836 0.75256 -0.70535 1.0635
Si -2.04564 3.06971 -0.99254 -0.0059
N 0.64990 0.50533 1.27760 0.1105
N -0.58518 -1.08764 -0.49961 0.1081
C -0.93933 -5.77716 1.54104 0.0014
C 1.33716 1.65906 -2.50322 0.0144
C -0.98094 -3.82269 -0.07565 0.0624
C 2.52990 0.51844 -0.87675 0.0054
C 1.89199 -0.44762 -1.71655 0.0104
C 2.08053 0.85361 3.15908 0.0465
C -0.53825 4.16609 -1.60876 -0.0028
C 0.23058 5.93469 -3.09076 -0.0001
C -2.24071 2.06600 -3.70289 0.0004
C 1.42146 1.32594 2.04122 0.0495
C -2.78635 4.56643 -0.13661 0.0006
C -4.29140 2.31826 -2.43593 0.0001
C -4.38376 1.65507 -4.75879 0.0002
C 1.14864 0.25533 -2.72532 0.0216
C -1.02212 -5.35062 0.07447 0.0055
C -2.98368 1.67644 -4.82538 -0.0001
C -0.62493 -2.97966 0.97868 0.0255
C 1.93703 -0.49503 3.53016 0.0855
C -0.61806 4.84758 -2.82699 -0.0002
C 0.18999 -5.93710 -0.67614 0.0030
C 4.32546 -1.04122 3.94175 0.0043
C 0.40133 -0.78684 1.67572 0.1275
C -0.32393 -1.63299 0.73492 0.1112
C 2.18414 1.82354 -1.35692 0.0175
C -5.03261 1.94423 -3.55485 0.0000
C 2.88941 -0.26410 5.84356 0.0034
C -1.06212 -1.87409 -1.50279 0.0319
C -2.90488 2.45994 -2.53197 0.0001
C 0.46029 4.53517 -0.69341 0.0020
C 1.31879 5.60451 -0.95426 0.0002
C 2.91270 -1.09496 4.55658 0.0080
C -1.21501 -3.24242 -1.33712 0.0485
C 2.57491 -2.55289 4.87862 0.0014
C -2.30781 -5.90951 -0.54473 0.0021
C 1.18848 6.32381 -2.14796 0.0005
C 0.98968 -1.27207 2.85334 0.0157
H -1.00036 -6.86691 1.61110 0.0000
H -1.38367 4.56829 -3.55826 0.0000
H -3.68599 4.26532 0.41435 0.0000
H -2.34866 -6.99357 -0.39813 0.0002
H -0.73388 2.27976 -0.32563 -0.0001
H -2.37228 1.70330 -0.41401 -0.0042
H -2.36223 -5.70905 -1.61839 0.0001
H 1.57224 -2.63368 5.30925 0.0003
H -6.11641 1.89371 -3.49096 0.0000
H -4.95861 1.39002 -5.64536 0.0000
H -4.78222 2.51967 -1.48494 -0.0001
H 0.13645 6.47211 -4.04465 0.0000
H 2.74673 1.53376 3.70068 0.0026
H 0.75973 -2.29373 3.14539 -0.0008
H -3.18276 -5.46540 -0.06042 0.0000
H -3.07776 5.35881 -0.85080 0.0001
H 2.63520 -3.17946 3.98225 0.0003
H 0.00846 -5.46908 1.99265 0.0002
H -1.29313 -1.37439 -2.45145 0.0018
H -2.06877 5.00732 0.56552 0.0000
H 2.03296 -1.52825 -1.65850 0.0013
H 5.06465 -1.47375 4.62832 0.0004
H -0.52703 -3.34036 2.00153 0.0002
H 0.95048 2.46777 -3.12210 0.0013
H 0.20946 -7.03052 -0.57417 0.0003
H 4.62362 -0.00869 3.71928 0.0002
H 1.50948 2.36353 1.70480 0.0034
H -1.49194 -3.84571 -2.20991 0.0029
H 1.88042 -0.25577 6.26698 0.0001
H 1.12710 -5.53765 -0.26282 0.0001
H 2.08507 5.86900 -0.21334 0.0000
H 3.56761 -0.69897 6.58415 0.0003
H 0.58865 -0.18856 -3.54604 0.0034
H 3.28907 -2.94769 5.60853 -0.0001
H 0.15468 -5.69056 -1.74585 0.0002
H 1.85055 7.17307 -2.34566 0.0000
H -1.13943 2.08408 -3.76027 0.0001
H -1.76797 -5.35422 2.11503 0.0003
H 0.54137 3.99850 0.25675 0.0015
H 2.54985 2.76971 -0.96709 0.0029
H 3.23415 0.30325 -0.07322 0.0011
H -2.46230 1.41716 -5.75698 0.0000
H 4.35363 -1.61365 3.00384 0.0001
H 3.19976 0.76833 5.66306 0.0000